This record from OMol25 describes a cluster of 2 separate species, HN2P in total in a non-equilibrium geometry. The level of theory is ωB97M-V/def2-TZVPD.

ΔE to the lowest compared entry with this formula, charge and spin: 80.9 kcal/mol
HOMO (alpha / beta): -9.790 / -8.873 eV

Geometry (Å):
P1 -0.153 0.875 -0.151
H1 2.227 0.204 0.515
N1 -0.949 -0.520 0.419
N2 -1.125 -0.558 -0.783

=====

This record from OMol25 describes the molecule HN3S in a non-equilibrium geometry. The level of theory is ωB97M-V/def2-TZVPD.

ΔE to the lowest compared entry with this formula, charge and spin: 66.4 kcal/mol
HOMO: -8.432 eV

Geometry (Å):
N1 -0.158 -0.074 -0.372
N2 -0.666 -0.090 0.670
H1 1.609 0.089 -0.985
S1 -1.460 0.339 1.921
N3 0.675 -0.264 -1.234

=====

This record from OMol25 describes a cluster of 2 separate species, HNO2S2 in total in a non-equilibrium geometry. The level of theory is ωB97M-V/def2-TZVPD.

ΔE to the lowest compared entry with this formula, charge and spin: 123.5 kcal/mol
HOMO (alpha / beta): -9.038 / -8.996 eV

Geometry (Å):
O1 -2.252 -0.880 -0.674
S1 2.462 0.846 0.633
O2 -0.291 -0.688 0.173
S2 -1.055 1.384 -0.880
H1 2.400 -0.368 1.148
N1 -1.264 -0.294 -0.400

=====

This record from OMol25 describes the molecule HNO3P2 in a non-equilibrium geometry. The level of theory is ωB97M-V/def2-TZVPD.

multiplicity: 3
ΔE to the lowest compared entry with this formula, charge and spin: 16.7 kcal/mol
HOMO (alpha / beta): -10.049 / -9.969 eV

Geometry (Å):
N1 -2.290 -0.867 0.872
P1 -1.877 0.574 -0.276
O1 -3.018 0.925 -1.164
O2 -3.054 -1.746 0.617
O3 -1.182 1.526 0.586
P2 0.010 -0.407 -0.912
H1 0.566 0.681 -0.141

=====

This record from OMol25 describes a cluster of 2 separate species, HNO3S in total in a non-equilibrium geometry. The level of theory is ωB97M-V/def2-TZVPD.

ΔE to the lowest compared entry with this formula, charge and spin: 50.8 kcal/mol
HOMO (alpha / beta): -9.724 / -9.735 eV

Geometry (Å):
N1 1.107 0.217 0.012
S1 -1.583 -0.841 -0.413
H1 -1.827 0.416 0.017
O1 -0.374 -1.056 0.544
O2 0.616 0.941 -0.828
O3 2.061 0.322 0.668

=====

This record from OMol25 describes a structure of composition HO2SSm in a non-equilibrium geometry. The level of theory is ωB97M-V/def2-TZVPD.

multiplicity: 7
ΔE to the lowest compared entry with this formula, charge and spin: 71.2 kcal/mol
total charge: +1
HOMO (alpha / beta): -13.784 / -13.495 eV

Geometry (Å):
O1 0.577 0.910 -0.850
O2 0.292 1.462 0.505
Sm1 0.133 -0.909 0.314
S1 -0.531 -3.502 -0.332
H1 -0.471 2.039 0.364

=====

This record from OMol25 describes the ion HO3P2S2 with charge -1 in a non-equilibrium geometry. The level of theory is ωB97M-V/def2-TZVPD.

ΔE to the lowest compared entry with this formula, charge and spin: 31.5 kcal/mol
total charge: -1
HOMO: -3.852 eV

Geometry (Å):
O1 0.217 2.496 -0.078
H1 1.166 -0.572 1.030
S1 -1.478 -1.518 0.213
P1 -0.431 -0.596 -1.591
P2 -0.004 1.006 0.021
O2 0.760 -1.420 -1.685
O3 1.258 0.328 0.809
S2 -1.488 0.276 1.280

=====

This record from OMol25 describes a structure of composition HO3STl in a non-equilibrium geometry. The level of theory is ωB97M-V/def2-TZVPD.

total charge: +2
HOMO: -22.625 eV

Geometry (Å):
O1 -0.725 0.875 -2.369
S1 -0.137 0.034 -1.375
Tl1 -0.063 -0.081 1.948
H1 0.679 -0.039 3.437
O2 -0.396 0.338 0.026
O3 0.641 -1.127 -1.668